No. 1
Computed, not measured: a structure of composition C40H52N3P3SSc, with ωB97M-V/def2-TZVPD.

```
! RIJCOSX wB97M-V def2-TZVPD def2/J DEFGRID3
* xyz 3 1
Sc 0.6807 1.1272 1.1438
C -3.7470 -2.5839 -4.4468
S -2.4966 -3.5811 -3.6044
C -0.9734 -2.8769 -4.3060
C -0.0865 -2.1983 -3.2618
C -0.8135 -1.0217 -2.6320
N -0.1417 -0.4647 -1.4120
P -0.4076 -1.1053 0.1275
C -0.1778 -2.8746 0.0903
C -1.2645 -3.7380 -0.0357
C -1.0391 -5.1013 -0.1854
C 0.2552 -5.5976 -0.2051
C 1.3449 -4.7378 -0.0866
C 1.1271 -3.3806 0.0588
C -2.1453 -0.8530 0.5717
C -3.0733 -0.2310 -0.2567
C -4.3860 -0.0496 0.1730
C -4.7740 -0.4833 1.4305
C -3.8535 -1.1153 2.2660
C -2.5500 -1.3058 1.8369
P 1.1282 0.6453 -1.4622
C 2.3503 0.1096 -2.6369
C 2.2810 0.5154 -3.9704
C 3.1735 -0.0162 -4.8893
C 4.1304 -0.9374 -4.4800
C 4.2086 -1.3343 -3.1496
C 3.3201 -0.8078 -2.2269
C 0.4930 2.2309 -2.0533
C -0.8651 2.5340 -2.0707
C -1.2915 3.8242 -2.3810
C -0.3621 4.8104 -2.6754
C 1.0008 4.5124 -2.6695
C 1.4284 3.2306 -2.3592
H -4.7160 -2.9439 -4.1051
H -3.6933 -2.7225 -5.5244
H -3.6618 -1.5237 -4.2046
H -1.2518 -2.1850 -5.1033
H -0.4127 -3.6870 -4.7694
H 0.8495 -1.8741 -3.7217
H 0.1684 -2.9318 -2.4943
H -1.8082 -1.3621 -2.3380
H -0.9457 -0.2131 -3.3560
H -2.2794 -3.3625 -0.0485
H -1.8797 -5.7727 -0.3014
H 0.4211 -6.6606 -0.3221
H 2.3528 -5.1296 -0.1176
H 1.9767 -2.7095 0.1037
H -2.7973 0.0742 -1.2540
H -5.1083 0.4124 -0.4880
H -5.7983 -0.3533 1.7552
H -4.1637 -1.4799 3.2373
H -1.8514 -1.8364 2.4772
H 1.5380 1.2330 -4.2973
H 3.1244 0.2889 -5.9262
H 4.8264 -1.3441 -5.2022
H 4.9627 -2.0449 -2.8380
H 3.3765 -1.1202 -1.1903
H -1.5945 1.7688 -1.8546
H -2.3500 4.0502 -2.4121
H -0.6950 5.8079 -2.9317
H 1.7240 5.2775 -2.9218
H 2.4900 3.0051 -2.3773
N 0.8299 3.3828 0.8536
C 0.3421 4.4042 1.8452
C -1.1653 4.6090 1.7593
C -2.0431 3.7585 2.6739
C -2.2351 2.2999 2.3135
N -1.0205 1.4606 2.6108
H 1.8349 3.5300 0.7283
H 0.4540 3.6314 -0.0650
H 0.8577 5.3367 1.6239
H 0.6525 4.0956 2.8452
H -1.4855 4.4937 0.7159
H -1.3561 5.6549 2.0008
H -3.0390 4.2035 2.6877
H -1.6840 3.8319 3.7074
H -2.4841 2.1745 1.2585
H -3.0620 1.8861 2.8881
H -1.3550 0.5030 2.7530
H -0.6563 1.7241 3.5269
C 4.0012 1.3811 3.5516
P 2.8114 0.4536 2.5510
C 3.7749 -0.8641 1.7727
C 1.6344 -0.3348 3.6769
C 1.1676 0.3791 4.7921
C 0.2394 -0.1919 5.6474
C -0.2421 -1.4760 5.3950
C 0.2099 -2.1889 4.2929
C 1.1459 -1.6236 3.4334
H 3.5203 2.1542 4.1470
H 4.7384 1.8517 2.9020
H 4.4980 0.6688 4.2117
H 4.1640 -1.5279 2.5461
H 4.6066 -0.4089 1.2338
H 3.1828 -1.4373 1.0662
H 1.5587 1.3646 5.0237
H -0.0892 0.3477 6.5268
H -0.9512 -1.9276 6.0771
H -0.1427 -3.1973 4.1133
H 1.5091 -2.2088 2.5977
*
```

Calculated values
HOMO, eV: -14.515
Gap between HOMO and LUMO, Eh: 0.203

Atom charges from the Löwdin analysis, given in e for atoms 1 to 99:
1. Sc 0.8165
2. C -0.3972
3. S 0.8229
4. C -0.4612
5. C -0.2376
6. C -0.2277
7. N -0.4361
8. P 0.9359
9. C -0.3675
10. C -0.0742
11. C -0.0347
12. C -0.0255
13. C -0.0435
14. C -0.1172
15. C -0.3809
16. C -0.0841
17. C -0.0391
18. C -0.0369
19. C -0.0426
20. C -0.1271
21. P 0.9276
22. C -0.3751
23. C -0.0799
24. C -0.0340
25. C -0.0260
26. C -0.0424
27. C -0.0911
28. C -0.4083
29. C -0.0937
30. C -0.0516
31. C -0.0374
32. C -0.0394
33. C -0.1104
34. H 0.0387
35. H 0.0467
36. H 0.0291
37. H 0.0882
38. H 0.0817
39. H 0.1036
40. H 0.0962
41. H 0.0669
42. H 0.1287
43. H 0.1111
44. H 0.1260
45. H 0.1260
46. H 0.1206
47. H 0.0692
48. H 0.0832
49. H 0.1237
50. H 0.1253
51. H 0.1236
52. H 0.0982
53. H 0.1159
54. H 0.1247
55. H 0.1261
56. H 0.1206
57. H 0.0748
58. H 0.0826
59. H 0.1231
60. H 0.1255
61. H 0.1259
62. H 0.1213
63. N -0.0456
64. C -0.1887
65. C -0.1669
66. C -0.1734
67. C -0.1943
68. N -0.0272
69. H 0.1050
70. H 0.0540
71. H 0.1300
72. H 0.1175
73. H 0.1157
74. H 0.1311
75. H 0.1331
76. H 0.1289
77. H 0.1116
78. H 0.1276
79. H 0.0597
80. H 0.0866
81. C -0.2095
82. P 0.8450
83. C -0.2236
84. C -0.4242
85. C -0.1115
86. C -0.0422
87. C -0.0279
88. C -0.0529
89. C -0.0953
90. H 0.0510
91. H 0.0656
92. H 0.0806
93. H 0.0836
94. H 0.0700
95. H -0.0012
96. H 0.1096
97. H 0.1270
98. H 0.1272
99. H 0.1275

---

No. 2
Computed, not measured: a structure of composition C40H52N4O4S2Ti, with ωB97M-V/def2-TZVPD.

```
! RIJCOSX wB97M-V def2-TZVPD def2/J DEFGRID3
* xyz 1 2
Ti -1.4002 -0.3354 -0.1960
C 4.0710 4.7077 0.0408
C 4.0902 3.3953 -0.7589
C 4.5366 3.6744 -2.2024
C 5.1010 2.4473 -0.1127
C 2.6848 2.8135 -0.7686
C 2.3961 1.5784 -0.2639
C 1.0650 1.1190 -0.3189
N 0.5621 -0.0526 0.0848
C 1.0400 -0.9312 1.0660
C 2.3275 -1.4045 1.2390
C 2.6074 -2.2629 2.2969
C 1.5588 -2.6206 3.1418
C 0.2391 -2.1919 2.9815
C -0.0148 -1.3358 1.9128
O -1.2417 -0.8280 1.5887
C -0.8784 -2.6314 3.9296
C -1.9377 -3.4275 3.1494
C -0.3579 -3.5272 5.0545
C -1.5190 -1.3898 4.5706
C 4.0335 -2.7804 2.4841
C 4.1714 -3.6624 3.7255
C 4.9916 -1.5897 2.6305
C 4.4332 -3.6081 1.2537
C 0.0025 1.9853 -0.7858
O -1.2078 1.5276 -0.5792
C 0.3044 3.2322 -1.3759
C 1.6278 3.5927 -1.3474
C -0.7904 4.0832 -2.0141
C -1.5003 3.2506 -3.0972
C -0.2115 5.3341 -2.6751
C -1.8029 4.5249 -0.9458
H 5.0708 5.1440 0.0555
H 3.3944 5.4435 -0.3956
H 3.7602 4.5280 1.0715
H 5.5449 4.0904 -2.1992
H 4.5485 2.7538 -2.7886
H 3.8845 4.3897 -2.7048
H 6.0866 2.9127 -0.1245
H 4.8466 2.2363 0.9280
H 5.1752 1.5040 -0.6577
H 3.1597 0.9438 0.1537
H 3.0966 -1.1300 0.5297
H 1.7771 -3.2795 3.9668
H -1.4912 -4.3285 2.7189
H -2.7364 -3.7398 3.8255
H -2.3771 -2.8350 2.3493
H 0.0828 -4.4490 4.6693
H 0.3838 -3.0154 5.6699
H -1.1905 -3.8040 5.7025
H -1.9255 -0.7176 3.8173
H -2.3276 -1.6921 5.2398
H -0.7801 -0.8423 5.1585
H 3.9165 -3.1169 4.6360
H 3.5424 -4.5524 3.6621
H 5.2056 -3.9959 3.8171
H 4.7180 -0.9780 3.4921
H 6.0129 -1.9466 2.7739
H 4.9849 -0.9523 1.7444
H 3.7672 -4.4652 1.1349
H 4.3920 -3.0157 0.3383
H 5.4529 -3.9807 1.3650
H 1.9036 4.5428 -1.7815
H -0.7879 2.9061 -3.8500
H -2.0037 2.3835 -2.6712
H -2.2525 3.8622 -3.5976
H 0.5023 5.0813 -3.4620
H -1.0229 5.8991 -3.1339
H 0.2772 5.9892 -1.9508
H -2.2843 3.6708 -0.4737
H -1.3138 5.1219 -0.1734
H -2.5758 5.1396 -1.4100
O -0.6472 -0.5804 -4.5351
C -1.9342 -0.4839 -4.9343
C -2.1603 -0.4124 -6.3076
C -3.4427 -0.3057 -6.7995
C -4.5354 -0.2663 -5.9329
C -4.3207 -0.3293 -4.5753
C -3.0254 -0.4386 -4.0506
C -2.8414 -0.4720 -2.5936
O -1.6277 -0.6816 -2.1050
N -3.8598 -0.2888 -1.8134
N -3.4894 -0.3223 -0.4636
C -4.4998 -0.2417 0.3455
S -4.2968 -0.2406 2.0727
C -5.9675 0.3949 2.3879
C -6.8934 -0.2343 1.3708
S -6.1149 -0.1141 -0.2668
H -0.6353 -0.6487 -3.5667
H -1.3020 -0.4441 -6.9653
H -3.5991 -0.2548 -7.8691
H -5.5403 -0.1850 -6.3227
H -5.1488 -0.2942 -3.8814
H -5.9506 1.4802 2.3024
H -6.2320 0.1160 3.4067
H -7.8459 0.2915 1.3189
H -7.0780 -1.2849 1.5905
C -1.0371 -5.1816 -0.5230
C -1.1278 -3.7355 -0.4432
N -1.2014 -2.5971 -0.3776
H -1.9143 -5.6262 -0.0556
H -0.1425 -5.5191 -0.0018
H -0.9877 -5.4917 -1.5652
*
```

Calculated values
Expectation value of S²: 0.768
HOMO (spin up / spin down), eV: -10.326 / -10.340
Gap between HOMO and LUMO (spin up / spin down), Eh: 0.246 / 0.203

Atom charges from the Löwdin analysis, given in e for atoms 1 to 99:
1. Ti 1.2203
2. C -0.0323
3. C -0.5550
4. C -0.0321
5. C -0.0612
6. C -0.1251
7. C 0.0673
8. C -0.1363
9. N 0.0299
10. C -0.1783
11. C 0.0394
12. C -0.1498
13. C 0.0465
14. C -0.0792
15. C -0.2491
16. O -0.2380
17. C -0.5264
18. C -0.0360
19. C -0.0605
20. C -0.0333
21. C -0.5561
22. C -0.0609
23. C -0.0407
24. C -0.0412
25. C -0.1966
26. O -0.1131
27. C -0.0711
28. C 0.0713
29. C -0.5296
30. C -0.0208
31. C -0.0573
32. C -0.0274
33. H 0.0924
34. H 0.0812
35. H 0.0951
36. H 0.0921
37. H 0.0952
38. H 0.0807
39. H 0.0921
40. H 0.0897
41. H 0.0894
42. H 0.0929
43. H 0.1121
44. H 0.0875
45. H 0.0841
46. H 0.0906
47. H 0.0548
48. H 0.0888
49. H 0.0926
50. H 0.0907
51. H 0.0440
52. H 0.0904
53. H 0.0962
54. H 0.0918
55. H 0.0880
56. H 0.0900
57. H 0.0942
58. H 0.0897
59. H 0.0703
60. H 0.0884
61. H 0.0782
62. H 0.0893
63. H 0.1015
64. H 0.0989
65. H 0.0708
66. H 0.0945
67. H 0.0932
68. H 0.0921
69. H 0.0898
70. H 0.0753
71. H 0.0941
72. H 0.0915
73. O 0.0728
74. C -0.2553
75. C -0.0063
76. C -0.0641
77. C -0.0791
78. C -0.0221
79. C -0.0836
80. C -0.3825
81. O -0.1874
82. N 0.0497
83. N -0.1801
84. C -0.8782
85. S 0.9906
86. C -0.4877
87. C -0.4980
88. S 1.0076
89. H 0.0721
90. H 0.1224
91. H 0.1100
92. H 0.1044
93. H 0.1094
94. H 0.0864
95. H 0.0881
96. H 0.0865
97. H 0.0829
98. C -0.0094
99. C -0.1236